[1]
Here is C3H3BrO in the gas phase from the Open Molecules 2025 dataset. Energies are from ωB97M-V with the def2-TZVPD basis set.

```
! wB97M-V def2-TZVPD RIJCOSX def2/J DEFGRID3
* xyz 0 1
C -0.22 -0.30 0.00
C -1.49 -0.12 -0.39
C 1.22 0.20 -0.04
O -0.85 -1.40 0.48
Br -3.13 0.50 0.07
H 1.14 1.22 0.24
H 1.58 0.32 -1.07
H 1.74 -0.41 0.71
*
```

As for the SMILES: CC1=C(Br)O1. Its strongest force on any atom is 2.265 eV/A. As for the HOMO energy: -8.04 eV. For the LUMO energy, the calculation gives 0.386 eV.

---

[2]
Here is a molecular structure, C3H3BrO from the Open Molecules 2025 dataset. Energies are from ωB97M-V with the def2-TZVPD basis set.

```
! wB97M-V def2-TZVPD RIJCOSX def2/J DEFGRID3
* xyz 0 1
C 1.21 -0.52 0.48
C 0.47 0.01 -0.47
C -1.43 0.61 -0.29
O -1.57 1.76 -0.36
Br -2.85 -0.62 0.14
H 2.27 -0.77 0.37
H 1.02 -0.83 1.48
H 0.89 0.37 -1.36
*
```

Its strongest force on any atom is 4.366 eV/A. As for the HOMO energy: -9.86 eV. For the LUMO energy, the calculation gives 0.246 eV.

---

[3]
Here is a molecular structure, C3H3BrO2 from the Open Molecules 2025 dataset. Energies are from ωB97M-V with the def2-TZVPD basis set.

```
! wB97M-V def2-TZVPD RIJCOSX def2/J DEFGRID3
* xyz 0 3
C 1.02 1.63 0.46
C 0.16 0.79 0.33
C -0.81 -0.29 0.35
O -0.77 -0.97 1.46
O -0.09 -1.38 -0.92
Br -2.71 0.35 -0.08
H 1.75 2.31 0.34
H -0.81 -1.93 1.22
H -0.41 -1.07 -1.78
*
```

Its strongest force on any atom is 5.974 eV/A. As for the HOMO energy (alpha / beta): -6.50 / -10.03 eV. For the LUMO energy (alpha / beta), the calculation gives 0.488 / -3.753 eV.